Entry from the Open Molecules 2025 dataset: 8 unconnected molecules or ions with the total composition C39H99N5O13 in a non-equilibrium geometry (ωB97M-V/def2-TZVPD).

Summary:
E_tot = -76107.9480 eV
energy relative to the best compared isomer or geometry (same formula, charge and spin) = 193.8 kJ/mol
Kohn-Sham gap = 9.1410 eV
SMILES = COCCNCCOC.COCCNCCOC.COCCNCCOC.COCCNCCOC.COCCNCCOC.CC(C)O.CC(C)O.CC(C)O
highest occupied orbital energy = -8.683 eV

```
! wB97M-V def2-TZVPD RIJCOSX def2/J DEFGRID3
* xyz 0 1
C 1.87 -2.63 1.95
O 0.94 -2.49 0.94
C 0.32 -1.25 0.77
C 1.30 -0.16 0.39
N 0.58 1.05 -0.10
C 1.20 1.57 -1.30
C 0.43 2.73 -1.88
O 0.20 3.81 -0.97
C 1.38 4.38 -0.44
H 2.01 -3.67 2.28
H 1.48 -2.18 2.89
H 2.85 -2.18 1.78
H -0.20 -1.04 1.72
H -0.43 -1.39 -0.01
H 2.06 -0.57 -0.27
H 1.90 0.11 1.28
H 0.78 1.72 0.63
H 1.17 0.78 -2.06
H 2.27 1.82 -1.32
H -0.61 2.49 -2.09
H 0.91 3.06 -2.81
H 2.07 3.64 -0.03
H 1.11 5.11 0.31
H 1.91 4.94 -1.24
C 3.82 -1.54 -3.18
O 3.07 -2.73 -3.20
C 2.85 -3.25 -1.90
C 2.11 -4.57 -2.03
N 2.93 -5.78 -2.30
C 4.00 -5.50 -3.23
C 4.66 -6.77 -3.73
O 3.81 -7.32 -4.74
C 4.18 -8.59 -5.17
H 3.26 -0.67 -2.79
H 4.07 -1.29 -4.21
H 4.76 -1.68 -2.64
H 2.07 -2.61 -1.47
H 3.74 -3.27 -1.27
H 1.44 -4.41 -2.88
H 1.55 -4.71 -1.10
H 2.32 -6.45 -2.77
H 4.79 -4.94 -2.72
H 3.72 -4.92 -4.12
H 4.67 -7.54 -2.94
H 5.67 -6.59 -4.11
H 5.25 -8.82 -5.20
H 3.70 -8.81 -6.13
H 3.76 -9.35 -4.48
C -2.61 -3.59 1.17
O -3.89 -3.74 0.61
C -4.86 -2.79 1.08
C -6.20 -3.44 0.84
N -6.45 -4.41 1.90
C -7.76 -5.03 1.73
C -7.94 -6.15 2.75
O -6.92 -7.10 2.57
C -6.57 -7.78 3.76
H -1.80 -3.96 0.52
H -2.49 -4.30 2.00
H -2.38 -2.56 1.46
H -4.69 -1.85 0.53
H -4.71 -2.51 2.13
H -6.12 -3.88 -0.16
H -6.98 -2.67 0.83
H -5.74 -5.13 1.77
H -7.85 -5.50 0.74
H -8.52 -4.27 1.89
H -8.94 -6.60 2.65
H -7.89 -5.69 3.74
H -5.61 -8.25 3.58
H -7.36 -8.50 3.99
H -6.43 -7.12 4.63
C -1.14 3.07 2.14
O -1.32 4.35 2.71
C -2.65 4.86 2.58
C -2.65 6.29 2.92
N -2.08 7.14 1.89
C -2.27 8.56 2.22
C -1.30 9.45 1.49
O -0.10 9.55 2.22
C 0.78 10.53 1.73
H -1.76 2.91 1.25
H -1.36 2.33 2.92
H -0.11 3.02 1.80
H -3.29 4.29 3.27
H -3.06 4.61 1.60
H -2.10 6.43 3.87
H -3.67 6.61 3.18
H -1.07 6.98 1.91
H -2.29 8.70 3.31
H -3.27 8.84 1.85
H -1.81 10.40 1.29
H -1.07 9.01 0.51
H 1.68 10.52 2.34
H 0.36 11.53 1.91
H 1.04 10.39 0.68
C -1.13 1.42 -7.39
O -0.69 2.60 -6.78
C -1.39 2.93 -5.60
C -1.03 4.31 -5.14
N -1.53 5.29 -6.15
C -1.58 6.65 -5.62
C -2.90 7.07 -4.96
O -3.96 6.46 -5.66
C -5.21 7.00 -5.35
H -2.20 1.54 -7.63
H -0.90 0.47 -6.89
H -0.66 1.42 -8.38
H -1.03 2.23 -4.83
H -2.47 2.79 -5.73
H 0.01 4.48 -4.90
H -1.63 4.42 -4.22
H -2.51 5.01 -6.24
H -1.41 7.30 -6.49
H -0.75 6.96 -4.99
H -2.99 8.16 -4.97
H -2.89 6.69 -3.93
H -5.96 6.59 -6.02
H -5.27 8.08 -5.56
H -5.52 6.83 -4.31
C 3.50 -8.33 0.25
C 2.90 -7.04 0.85
C 2.80 -7.13 2.37
O 3.69 -5.93 0.42
H 2.96 -9.22 0.57
H 4.50 -8.42 0.70
H 3.58 -8.22 -0.82
H 1.92 -6.93 0.37
H 1.78 -6.95 2.69
H 3.53 -6.46 2.81
H 3.04 -8.14 2.69
H 3.43 -5.82 -0.52
C 5.82 -5.51 5.01
C 5.81 -4.02 4.84
C 4.77 -3.52 3.83
O 5.45 -3.52 6.16
H 6.55 -5.80 5.77
H 6.09 -6.02 4.08
H 4.82 -5.81 5.34
H 6.81 -3.61 4.68
H 4.35 -2.56 4.16
H 3.95 -4.19 3.61
H 5.34 -3.30 2.92
H 5.30 -2.57 6.12
C 1.94 5.06 3.38
C 1.27 5.75 4.56
C 0.90 7.20 4.22
O 0.11 5.00 4.90
H 1.35 5.25 2.49
H 2.02 3.99 3.56
H 2.97 5.40 3.20
H 1.89 5.86 5.46
H 0.41 7.67 5.07
H 0.32 7.27 3.30
H 1.84 7.75 4.09
H -0.53 5.06 4.17
*
```

Atom charges from the Mulliken analysis, given in e for atoms 1 to 99: C -0.868; O -0.153; C -0.811; C -0.387; N 0.107; C -0.576; C -0.325; O -0.299; C -0.451; H 0.075; H 0.498; H 0.365; H 0.469; H 0.257; H 0.211; H 0.342; H -0.103; H 0.444; H 0.304; H 0.138; H 0.170; H 0.284; H -0.156; H 0.368; C -0.520; O -0.355; C 0.167; C -1.330; N -0.179; C -0.309; C -0.759; O -0.328; C -0.786; H 0.011; H 0.310; H 0.341; H -0.088; H 0.506; H 0.625; H 0.331; H 0.223; H 0.321; H 0.325; H 0.252; H 0.416; H 0.327; H 0.260; H 0.276; C -0.634; O -0.345; C -0.643; C -0.667; N -0.343; C -0.597; C -0.671; O -0.298; C -0.742; H 0.216; H 0.268; H 0.292; H 0.432; H 0.387; H 0.309; H 0.462; H 0.224; H 0.326; H 0.389; H 0.412; H 0.364; H 0.242; H 0.287; H 0.337; C -0.355; O -0.111; C -0.789; C -0.560; N -0.308; C -0.526; C -0.770; O -0.164; C -0.852; H 0.422; H 0.359; H -0.389; H 0.337; H 0.506; H 0.283; H 0.512; H 0.025; H 0.359; H 0.441; H 0.467; H 0.326; H 0.235; H 0.310; H 0.340; C -0.772; O -0.321; C -0.595



Entry from the Open Molecules 2025 dataset: a molecular structure, C22H25N2O5PtS in a non-equilibrium geometry (ωB97M-V/def2-TZVPD).

Summary:
E_tot = -50506.6159 eV
Kohn-Sham gap (alpha / beta) = 6.8570 / 6.8876 eV
highest occupied orbital energy (alpha / beta) = -11.297 / -11.282 eV

```
! wB97M-V def2-TZVPD RIJCOSX def2/J DEFGRID3
* xyz 1 1
Pt -0.08 0.55 -0.37
O -1.60 1.73 0.75
N -2.78 1.49 0.37
N -2.97 0.54 -0.44
O -2.01 -0.23 -0.90
C -4.30 0.24 -0.82
C -5.32 1.13 -0.47
C -6.62 0.81 -0.78
C -6.91 -0.38 -1.45
C -5.89 -1.23 -1.83
C -4.57 -0.93 -1.52
H -5.08 2.04 0.05
H -7.43 1.48 -0.52
H -7.93 -0.63 -1.66
H -6.12 -2.14 -2.37
H -3.76 -1.58 -1.81
C 2.56 -1.88 -1.14
O 1.24 -1.62 -0.69
C 0.72 -2.55 0.25
C 0.80 -2.03 1.69
O -0.07 -0.92 1.76
C -0.33 -0.44 3.06
H 2.61 -2.89 -1.58
H 3.31 -1.80 -0.35
H 2.76 -1.14 -1.92
H 1.22 -3.52 0.16
H -0.34 -2.66 0.00
H 1.83 -1.74 1.95
H 0.46 -2.82 2.38
H -0.80 -1.23 3.66
H -1.01 0.40 2.95
H 0.58 -0.10 3.56
O 1.85 1.41 -0.11
S 2.24 1.01 1.30
C 3.97 0.51 1.12
C 4.71 0.95 0.04
C 6.02 0.55 -0.09
C 6.58 -0.30 0.84
C 5.83 -0.77 1.91
C 4.51 -0.37 2.05
C 2.55 2.58 2.14
C 2.62 3.76 1.43
C 2.80 4.95 2.13
C 2.91 4.94 3.51
C 2.84 3.74 4.21
C 2.65 2.55 3.52
H 4.24 1.60 -0.69
H 6.61 0.90 -0.93
H 7.61 -0.61 0.74
H 6.26 -1.45 2.62
H 3.92 -0.73 2.88
H 2.51 3.75 0.36
H 2.86 5.88 1.58
H 3.04 5.86 4.05
H 2.91 3.73 5.28
H 2.59 1.61 4.06
*
```

In elementary charge units, the Mulliken charges are: Pt 1.295; O -0.528; N -0.182; N 0.891; O -0.893; C 0.307; C -0.300; C -0.555; C -0.469; C -0.525; C -0.332; H 0.448; H 0.387; H 0.392; H 0.378; H 0.411; C -0.847; O -0.309; C -0.841; C -0.042; O -0.207; C -0.792; H 0.377; H 0.354; H 0.246; H 0.450; H 0.298; H -0.071; H 0.579; H 0.355; H 0.241; H 0.261; O -0.642; S 0.944; C 0.156; C -0.238; C -0.761; C -0.417; C -0.781; C -0.074; C 0.446; C -0.286; C -0.682; C -0.444; C -0.742; C -0.305; H 0.485; H 0.428; H 0.422; H 0.433; H 0.359; H 0.402; H 0.412; H 0.412; H 0.416; H 0.287